{"formula": "C5H19O7", "method": "ωB97M-V/def2-TZVPD", "elements": ["O", "C", "O", "C", "C", "C", "C", "H", "H", "H", "H", "H", "H", "H", "H", "H", "H", "H", "O", "H", "H", "O", "H", "H", "O", "H", "H", "O", "H", "H", "O"], "xyz": [[1.08094, -0.25450, -1.43582], [0.35416, 0.34699, -0.62057], [-0.51395, 1.19352, -0.86046], [0.67449, -0.15613, 0.89008], [-0.08942, -1.41171, 1.04036], [-1.53979, -1.27098, 1.57964], [0.68019, -2.47726, 1.89623], [0.46465, 0.56558, 1.67980], [1.74450, -0.40485, 0.94776], [-0.09516, -1.96786, 0.02128], [-1.56570, -1.21527, 2.70264], [-2.27081, -1.98635, 1.11754], [-1.85731, -0.27904, 1.24740], [-0.06642, -2.85469, 2.71159], [1.68379, -2.05301, 2.20569], [1.02357, -3.28076, 1.27040], [-1.72639, 3.90061, -0.43888], [-0.75531, 2.70714, -0.29957], [-0.85020, 3.69415, -0.05958], [3.04381, -0.59294, -0.99401], [2.91405, -2.21777, -0.66665], [3.40677, -1.44615, -0.79866], [0.63310, 0.10837, -3.07615], [0.22321, 1.35687, -3.86233], [0.51094, 0.43471, -3.97894], [-0.90566, -0.09072, -3.08848], [-2.39967, 0.16505, -2.77229], [-1.77092, -0.49426, -2.97855], [-0.98527, 3.42295, 1.45748], [-0.06197, 3.28133, 2.70817], [-0.98423, 3.27701, 2.45491]], "atomic_forces_ev_per_a": [[-0.284, 0.107, -0.865], [1.549, -0.545, 2.229], [-0.673, 0.689, -0.075], [0.211, 1.348, -1.543], [-0.591, -3.765, -0.488], [0.078, 0.904, -0.506], [-0.349, 0.693, 1.111], [-0.302, 0.183, -0.065], [-0.290, 0.298, -0.290], [-0.441, 1.395, 1.302], [-0.044, -0.446, -0.994], [0.793, 0.339, 0.806], [-0.337, -0.006, 0.006], [2.032, 0.455, -1.051], [-1.366, -0.331, 0.655], [-0.331, -0.797, -0.239], [0.635, 0.030, 0.289], [0.273, 0.611, 0.005], [-0.851, -0.783, -1.117], [-1.790, -0.328, -0.219], [-2.036, -0.518, -0.075], [4.080, 0.549, 0.302], [1.111, -0.054, 1.012], [0.305, -0.483, 0.008], [-0.193, 0.943, -1.033], [-0.392, 0.216, -0.217], [-0.607, 1.165, 0.494], [-0.192, -1.902, -0.303], [0.131, 0.042, 1.045], [0.189, -0.005, 0.002], [-0.318, -0.004, -0.184]], "total_energy_ev": -19827.66355, "relative_energy_ev": 1.414, "homo_lumo_gap_ev": 9.10, "homo_energy_ev": -5.8, "total_charge": -1, "e_lumo_ev": 3.3}

=====

{"formula": "C44H120N8O12", "method": "ωB97M-V/def2-TZVPD", "elements": ["C", "O", "C", "C", "C", "N", "H", "H", "H", "H", "H", "H", "H", "H", "H", "H", "H", "C", "O", "C", "C", "C", "N", "H", "H", "H", "H", "H", "H", "H", "H", "H", "H", "H", "C", "O", "C", "C", "C", "N", "H", "H", "H", "H", "H", "H", "H", "H", "H", "H", "H", "C", "O", "C", "C", "C", "N", "H", "H", "H", "H", "H", "H", "H", "H", "H", "H", "H", "C", "O", "C", "C", "C", "N", "H", "H", "H", "H", "H", "H", "H", "H", "H", "H", "H", "C", "O", "C", "C", "C", "N", "H", "H", "H", "H", "H", "H", "H", "H", "H", "H", "H", "C", "O", "C", "C", "C", "N", "H", "H", "H", "H", "H", "H", "H", "H", "H", "H", "H", "C", "O", "C", "C", "C", "N", "H", "H", "H", "H", "H", "H", "H", "H", "H", "H", "H", "C", "C", "C", "O", "H", "H", "H", "H", "H", "H", "H", "H", "C", "C", "C", "O", "H", "H", "H", "H", "H", "H", "H", "H", "C", "C", "C", "O", "H", "H", "H", "H", "H", "H", "H", "H", "C", "C", "C", "O", "H", "H", "H", "H", "H", "H", "H", "H"], "xyz": [[-3.40431, 2.66201, 4.28585], [-3.14238, 2.56027, 2.85585], [-4.19267, 3.00470, 2.04572], [-4.04318, 2.62048, 0.55580], [-2.99999, 3.43793, -0.23771], [-5.36084, 2.74492, -0.07195], [-3.83158, 3.63169, 4.54132], [-2.50938, 2.49207, 4.88444], [-4.18901, 1.98036, 4.61404], [-5.10452, 2.50503, 2.37279], [-4.40244, 4.05928, 2.22451], [-3.68764, 1.59636, 0.66929], [-3.02368, 3.31574, -1.32058], [-1.99117, 3.14232, 0.05036], [-3.14752, 4.47759, 0.05460], [-6.05092, 2.21996, 0.44603], [-5.68375, 3.69726, 0.02230], [0.07089, -4.66638, 1.31088], [-1.20153, -5.15950, 1.62331], [-1.66387, -6.22594, 0.79557], [-2.17175, -5.54509, -0.55017], [-3.38629, -4.62564, -0.38456], [-2.60859, -6.55794, -1.53890], [0.11474, -4.14532, 0.35450], [0.87396, -5.40115, 1.36825], [0.31475, -3.85214, 1.99326], [-0.92637, -6.99712, 0.57313], [-2.54957, -6.63590, 1.28092], [-1.28594, -5.10779, -1.01083], [-3.06320, -3.82955, 0.28622], [-4.26275, -5.11087, 0.04496], [-3.64531, -4.18191, -1.34587], [-2.86184, -6.09324, -2.39914], [-3.51991, -6.91098, -1.28399], [3.63548, 2.06200, -0.94204], [4.65338, 2.27466, -1.89711], [5.65502, 1.29464, -1.84678], [6.73831, 1.80636, -2.87007], [7.89557, 0.80139, -3.17180], [7.24484, 3.10156, -2.58049], [2.90497, 2.86278, -1.05700], [3.94812, 2.02532, 0.10152], [3.18229, 1.08089, -1.08398], [6.13286, 1.08700, -0.88936], [5.26784, 0.32085, -2.14663], [6.19202, 1.87622, -3.81070], [8.61577, 0.84477, -2.35477], [8.40916, 1.11101, -4.08200], [7.53496, -0.22415, -3.25136], [6.52510, 3.70269, -2.20537], [7.94784, 2.96117, -1.86902], [-0.84324, -0.17531, 4.26568], [-1.14000, -1.12014, 5.24027], [-1.35736, -2.44305, 4.68400], [-2.76229, -2.67003, 4.12468], [-3.86403, -2.06674, 4.97153], [-3.06862, -4.09025, 4.03289], [0.13461, -0.33612, 3.81175], [-0.79263, 0.82960, 4.68482], [-1.60610, -0.12672, 3.48864], [-0.55795, -2.71170, 3.99344], [-1.23613, -3.01471, 5.60411], [-2.74506, -2.35323, 3.08187], [-4.83339, -2.20425, 4.49243], [-3.71369, -0.98843, 5.02380], [-3.99195, -2.52985, 5.94994], [-2.73531, -4.59511, 4.84166], [-2.38336, -4.36615, 3.34412], [0.02359, 1.82599, -3.14918], [0.43790, 2.62590, -4.23999], [1.76577, 3.03096, -4.19146], [2.11386, 3.99601, -5.30316], [1.81023, 3.39944, -6.70506], [3.53752, 4.21116, -5.40963], [0.10794, 2.44945, -2.25907], [0.61929, 0.91425, -3.10469], [-1.03260, 1.60267, -3.29985], [2.11420, 3.48561, -3.26411], [2.29928, 2.09031, -4.32803], [1.62591, 4.96184, -5.17206], [2.16547, 2.39102, -6.91716], [2.08816, 4.04520, -7.53804], [0.74847, 3.22703, -6.88127], [3.78032, 4.52959, -6.33686], [4.01957, 3.32387, -5.43089], [5.01039, 1.86868, 2.79476], [5.54224, 1.81447, 4.11273], [5.09767, 0.74837, 4.96220], [5.78539, 0.94412, 6.33717], [7.33592, 1.00864, 6.35592], [5.48975, -0.11947, 7.27296], [5.46889, 2.72186, 2.29479], [3.93181, 2.02523, 2.77860], [5.39139, 1.00700, 2.24663], [4.02457, 0.81970, 5.13959], [5.35449, -0.25207, 4.61395], [5.38821, 1.90305, 6.67005], [7.71078, 0.06933, 5.94936], [7.83460, 1.11743, 7.31903], [7.63724, 1.87565, 5.76805], [5.73539, 0.09695, 8.22843], [4.49990, -0.29984, 7.36114], [-4.80515, -1.45300, 0.81095], [-6.23752, -1.58645, 0.77766], [-6.70295, -2.92536, 0.71592], [-8.17296, -2.97714, 0.28596], [-9.18701, -2.61352, 1.36175], [-8.46470, -4.32515, -0.22859], [-4.61792, -0.45811, 1.21498], [-4.46707, -1.64133, -0.20804], [-4.30885, -2.14080, 1.49557], [-6.12375, -3.41710, -0.06562], [-6.63426, -3.46852, 1.65845], [-8.23587, -2.25220, -0.52558], [-9.10575, -3.10361, 2.33195], [-10.24760, -2.72088, 1.13434], [-9.07490, -1.55812, 1.61009], [-9.46540, -4.45276, -0.17943], [-8.07299, -5.04961, 0.35607], [1.44742, -3.66774, -2.47919], [2.08086, -3.11541, -3.67098], [1.33003, -2.08262, -4.34471], [2.18255, -1.38394, -5.41937], [3.53065, -0.89362, -4.81531], [1.56118, -0.28387, -6.19414], [2.16956, -4.35272, -2.03487], [0.56350, -4.23835, -2.76415], [1.16778, -2.96651, -1.69294], [0.44079, -2.56800, -4.74690], [1.01312, -1.35768, -3.59494], [2.38052, -2.07921, -6.23515], [4.19238, -0.47690, -5.57463], [3.96506, -1.79013, -4.37297], [3.45726, -0.09509, -4.07703], [1.28827, 0.41675, -5.51979], [0.67451, -0.55043, -6.59771], [1.16669, 7.55338, -0.98276], [0.86915, 6.09231, -0.81282], [1.60133, 5.36864, 0.38939], [-0.48079, 5.95170, -0.64999], [0.90421, 8.06729, -0.05804], [0.56900, 7.97544, -1.79068], [2.22566, 7.69557, -1.19828], [1.19825, 5.66704, -1.76094], [1.68483, 5.94271, 1.31219], [2.59049, 5.04371, 0.06677], [1.14080, 4.40823, 0.62096], [-0.87240, 6.34195, -1.43481], [-5.74324, -0.32089, -2.40591], [-4.70261, 0.78901, -2.84789], [-4.08746, 0.63850, -4.25480], [-5.35051, 2.01951, -2.76486], [-5.29577, -1.31065, -2.49676], [-6.61048, -0.36604, -3.06466], [-6.06959, -0.15315, -1.37953], [-3.87418, 0.80874, -2.13978], [-4.82693, 0.29795, -4.97958], [-3.25557, -0.06580, -4.25098], [-3.66771, 1.57833, -4.61345], [-5.54333, 2.19311, -1.84059], [-1.11988, -0.39183, -0.45154], [0.35173, -0.16779, -0.05437], [0.55124, 0.86882, 1.12841], [0.91823, -1.38354, 0.31692], [-1.14390, -0.93677, -1.39524], [-1.68896, 0.50603, -0.69257], [-1.76066, -0.96203, 0.22106], [0.87285, 0.29184, -0.89417], [-0.16152, 0.71313, 1.93825], [0.30700, 1.87317, 0.78239], [1.57162, 0.75738, 1.49517], [1.83799, -1.17929, 0.50110], [2.77785, -1.53596, 3.06439], [3.98926, -1.92627, 2.16904], [4.24553, -3.46616, 1.95376], [3.71728, -1.30890, 0.87430], [2.95283, -1.91369, 4.07176], [1.91424, -2.06982, 2.66780], [2.67542, -0.46667, 3.24938], [4.89718, -1.45189, 2.54154], [5.17001, -3.66611, 1.41204], [3.37398, -3.78548, 1.38233], [4.22588, -4.13375, 2.81518], [4.52075, -1.44033, 0.36562]], "atomic_forces_ev_per_a": [[-0.613, 0.272, -0.972], [0.848, -0.169, 1.285], [-0.526, -0.093, 0.271], [0.690, 0.504, 0.624], [-0.104, -0.260, 0.884], [-0.026, -0.410, 0.067], [0.320, 0.438, -0.152], [0.076, -0.031, -0.497], [0.046, -0.557, -0.242], [-0.366, -0.292, 0.094], [0.230, 0.523, -0.278], [-0.407, -0.392, -0.748], [-0.541, -0.032, 0.047], [0.022, 0.142, 0.300], [0.236, 0.209, -0.369], [-0.088, -0.378, 0.136], [0.128, 0.408, -0.207], [0.440, 0.893, -0.146], [0.050, -0.692, 0.452], [-1.300, 1.805, -1.583], [-0.944, -1.802, -0.351], [1.590, 0.989, 0.819], [0.418, -0.761, -0.004], [-0.093, -0.278, -0.410], [-0.085, -0.343, -0.019], [-0.162, -0.168, 0.403], [0.165, 0.069, 0.147], [0.209, -0.224, 0.243], [-0.230, 0.625, 0.105], [-0.452, 0.340, 0.127], [0.156, -0.260, -0.006], [-0.054, -0.005, 0.005], [0.480, 0.291, -0.325], [-0.116, -0.375, 0.560], [-0.311, -0.162, -0.137], [-0.064, -0.015, 1.118], [1.473, -0.023, -1.493], [-0.941, -1.975, -0.827], [-0.678, 0.859, 0.765], [0.794, 0.261, 0.443], [-0.054, -0.161, -0.039], [0.591, 0.363, 0.127], [-0.387, -0.138, -0.332], [-0.137, 0.668, 0.686], [-0.261, -0.215, -0.397], [-0.295, 0.056, -0.138], [0.167, -0.125, 0.092], [-0.074, -0.114, 0.025], [-0.036, 0.060, -0.143], [-0.142, 0.079, -0.029], [0.242, 0.496, 0.277], [0.100, 0.700, -0.406], [-0.065, -0.607, -0.336], [-0.083, 1.018, 1.805], [-0.273, -0.408, 0.732], [-0.285, 1.099, -0.738], [0.991, -0.472, -0.949], [0.120, -0.328, -0.201], [-0.115, -0.081, 0.408], [-0.102, -0.097, -0.278], [0.017, 0.019, -0.265], [-0.085, -0.614, -0.180], [-0.461, 0.584, 0.032], [0.061, -0.152, -0.299], [-0.057, 0.055, 0.562], [0.555, 0.107, 0.114], [-0.189, 0.082, 0.657], [-0.135, -1.000, -0.665], [-0.007, 0.953, -0.447], [-1.326, 0.599, -0.284], [0.895, -0.471, -0.260], [0.099, -1.164, -2.825], [-2.477, -0.245, -0.236], [1.722, 0.420, 1.256], [0.133, -0.364, 0.525], [0.066, -0.160, 0.284], [0.089, -0.169, -0.060], [-0.380, -0.031, 0.538], [1.019, 0.021, -0.002], [-0.201, -0.073, 0.065], [0.821, 0.040, 0.543], [0.364, 0.222, 0.244], [-0.482, 0.258, 0.193], [-0.328, 0.624, -0.032], [0.007, -0.450, 0.559], [0.935, -0.009, 0.481], [-0.202, -0.261, 0.427], [1.070, 0.463, 0.564], [0.991, 0.686, 0.807], [-0.530, 0.406, -1.214], [-1.207, -0.986, 0.111], [-0.006, 0.200, 0.241], [-0.175, -0.433, -0.048], [-0.655, -0.367, -0.251], [-0.282, -0.094, -0.159], [0.021, -0.099, -0.543], [0.070, 0.346, 0.207], [0.133, 0.113, -0.304], [-0.686, 0.037, 0.360], [0.297, -0.232, -0.270], [0.562, 0.325, -0.088], [-0.379, -0.097, -0.342], [-1.164, -0.250, 0.116], [0.010, -0.035, 0.914], [-0.334, 0.262, -0.531], [-0.249, -0.463, 0.195], [0.079, 1.341, 0.936], [0.155, 0.185, -0.431], [0.169, 0.120, -0.518], [0.537, 0.357, 0.031], [-0.224, -0.350, 0.072], [0.038, -0.467, -0.011], [0.520, 0.047, 0.327], [-0.294, -0.058, -0.200], [0.586, -0.516, -0.099], [0.086, -0.186, -0.765], [0.034, 0.249, 0.006], [-0.104, -0.151, -0.171], [0.189, -0.005, 0.227], [0.441, 0.005, -1.057], [-0.262, 0.318, 0.740], [0.215, -0.542, 0.658], [0.660, 0.342, -0.695], [-0.491, -0.638, -0.547], [-0.223, 0.030, 1.301], [0.049, -0.022, -0.202], [-0.169, -0.084, -0.066], [0.080, 0.596, -0.271], [-0.256, 0.217, -0.375], [-0.140, 0.328, 0.123], [0.439, -0.587, 0.418], [-0.087, -0.290, -0.252], [0.349, 0.303, 0.183], [-0.490, -0.119, 0.308], [-0.034, 0.655, 0.087], [-0.122, -0.420, -0.251], [0.679, 0.423, 0.751], [2.067, -0.302, 0.712], [-0.121, 0.018, -1.288], [-2.007, -0.686, 0.204], [0.070, 0.237, -0.005], [0.057, -0.019, -0.117], [0.015, 0.230, -0.037], [0.107, -0.817, -0.077], [-0.140, 0.206, -0.188], [0.302, 0.487, 0.010], [-0.565, 0.156, -0.027], [-0.459, -0.005, 0.031], [1.285, 0.218, -0.845], [-0.771, -0.804, -0.032], [-0.305, -0.233, 0.375], [-0.217, 0.664, -1.233], [0.172, -0.188, 0.290], [-0.025, 0.459, -0.067], [0.037, -0.018, -0.058], [0.274, -0.335, 0.334], [-0.044, 0.022, -0.031], [-0.092, -0.261, 0.083], [-0.185, 0.171, 0.205], [0.043, 0.315, 0.691], [0.088, -0.054, -0.750], [-1.262, 1.747, 1.454], [-0.999, -0.684, -0.967], [-0.145, -0.640, -0.224], [0.131, -0.296, -0.111], [0.338, 0.462, 0.250], [0.470, -0.061, 0.517], [0.091, -0.225, -0.392], [0.140, -0.380, 0.019], [0.465, 0.188, -0.143], [0.024, 0.368, 0.013], [0.621, -0.402, 0.063], [1.341, -1.320, 0.165], [-0.203, 0.030, 0.214], [-1.175, 0.901, 0.059], [0.276, -0.389, 0.645], [0.070, -0.368, 0.063], [-0.343, 0.577, 0.044], [-0.212, 0.018, -0.778], [0.057, -0.007, 0.238], [-0.097, 0.186, -0.144], [0.149, -0.211, -0.449], [0.193, 0.555, 0.469], [-0.037, 0.087, -0.423]], "total_energy_ev": -84058.24366, "relative_energy_ev": 3.723, "homo_lumo_gap_ev": 9.22, "smiles": "COC[C@H](C)N.COC[C@H](C)N.COC[C@H](C)N.COC[C@H](C)N.COC[C@H](C)N.COC[C@H](C)N.COC[C@H](C)N.COC[C@H](C)N.CC(C)O.CC(C)O.CC(C)O.CC(C)O", "homo_energy_ev": -8.9, "e_lumo_ev": 0.3}

=====

{"formula": "C4H6N2O", "method": "ωB97M-V/def2-TZVPD", "elements": ["N", "C", "N", "C", "C", "C", "O", "H", "H", "H", "H", "H", "H"], "xyz": [[1.95608, 0.58750, -0.11197], [0.62525, 0.09766, -0.32239], [-0.40483, 1.09894, -0.18778], [-1.58736, 0.44195, 0.01873], [-1.42261, -0.87256, 0.32265], [0.02046, -1.12526, 0.38345], [0.67063, -2.09675, 0.71900], [2.58218, -0.21222, -0.09921], [2.04912, 1.06052, 0.78122], [0.57535, -0.38064, -1.32256], [-0.33879, 2.00149, -0.63045], [-2.52143, 0.98980, -0.07247], [-2.20406, -1.59042, 0.52179]], "atomic_forces_ev_per_a": [[-0.010, -0.163, 0.219], [0.042, -0.106, -0.205], [-0.052, -0.028, -0.068], [0.058, -0.075, 0.052], [-0.023, 0.022, 0.105], [0.113, -0.286, 0.008], [-0.351, 0.339, 0.061], [0.064, 0.098, -0.017], [-0.139, -0.155, 0.033], [0.120, 0.580, -0.268], [-0.061, -0.220, -0.130], [0.172, -0.133, 0.055], [0.066, 0.129, 0.155]], "total_energy_ev": -9272.33971, "relative_energy_ev": 1.162, "homo_lumo_gap_ev": 9.25, "smiles": "N[C@@H]1NC=CC1=O", "homo_energy_ev": -8.6, "e_lumo_ev": 0.6}